a | Formula: C7H13N4
Source: the OMol25 dataset
Level of theory: ωB97M-V/def2-TZVPD

Results
- Total charge: +1
- Orbital gap: 8.7 eV

Each line ends with the natural charge from an NBO analysis.
CARTESIAN COORDINATES (ANGSTROEM)
C  -0.036  -1.654  1.081  0.111
C  0.594  0.682  0.346  -0.152
C  3.888  1.522  0.157  -0.595
C  -3.991  -0.502  0.944  -0.654
C  1.847  0.425  -0.008  -0.023
C  3.007  0.527  0.909  -0.454
C  -3.966  0.801  0.152  -0.290
N  -0.485  0.377  -0.418  -0.085
N  -1.636  0.701  -0.279  0.364
N  -1.099  -1.435  1.372  -0.367
N  -2.697  1.149  -0.348  0.013
H  0.449  1.375  1.163  0.215
H  4.775  1.739  0.709  0.231
H  3.471  2.441  -0.043  0.216
H  4.194  1.139  -0.785  0.215
H  -5.032  -0.509  1.534  0.255
H  -3.984  -1.374  0.327  0.240
H  -3.110  -0.517  1.656  0.258
H  1.794  -0.096  -0.983  0.226
H  2.708  1.050  1.762  0.229
H  3.415  -0.498  0.955  0.246
H  1.015  -1.829  1.173  0.249
H  -4.593  0.779  -0.838  0.271
H  -4.388  1.840  0.539  0.283

b | Formula: C7H13N4
Source: the OMol25 dataset
Level of theory: ωB97M-V/def2-TZVPD

Results
- Total charge: +1
- Orbital gap: 8.3 eV

Each line ends with the natural charge from an NBO analysis.
CARTESIAN COORDINATES (ANGSTROEM)
C  3.694  0.036  1.834  0.672
N  4.875  0.166  2.442  -0.770
N  2.927  1.104  1.643  -0.551
N  3.289  -1.171  1.421  -0.765
C  3.292  2.454  2.062  -0.442
H  5.187  1.087  2.759  0.436
H  5.468  -0.654  2.590  0.432
H  2.028  0.968  1.174  0.429
H  2.384  -1.275  0.955  0.433
H  3.884  -1.990  1.571  0.430
H  2.474  3.137  1.777  0.257
H  4.219  2.790  1.568  0.220
H  3.434  2.511  3.154  0.220
N  -2.905  -0.465  -1.519  -0.438
C  -4.007  -0.802  -0.833  0.027
C  -3.005  -0.448  -2.857  0.027
C  -5.223  -1.128  -1.433  -0.257
C  -4.175  -0.757  -3.549  -0.257
C  -5.310  -1.105  -2.823  -0.165
H  -3.908  -0.811  0.261  0.191
H  -2.093  -0.170  -3.403  0.191
H  -6.088  -1.395  -0.813  0.227
H  -4.189  -0.724  -4.647  0.227
H  -6.250  -1.355  -3.332  0.227

c | Formula: C7H13N4
Source: the OMol25 dataset
Level of theory: ωB97M-V/def2-TZVPD

Results
- Total charge: +1
- Orbital gap (alpha / beta): 5.5 / 8.4 eV

Each line ends with the natural charge from an NBO analysis.
CARTESIAN COORDINATES (ANGSTROEM)
C  1.030  1.865  -3.017  -0.182
C  -0.476  1.797  -3.139  -0.198
C  1.466  0.701  -2.602  -0.100
C  -0.831  0.573  -2.733  -0.054
C  0.641  -1.598  0.839  0.446
C  -1.671  0.510  1.284  -0.600
C  -0.110  0.564  1.519  -0.207
N  0.371  -0.134  -2.429  -0.082
N  0.890  -2.856  0.764  -0.789
N  0.301  -1.331  -1.997  -0.281
N  0.433  -0.750  1.790  -0.607
H  1.712  2.695  -3.445  0.266
H  -1.119  2.619  -3.315  0.250
H  2.412  0.295  -2.346  0.234
H  -1.706  0.059  -2.600  0.240
H  -1.789  -0.167  0.345  0.202
H  -2.310  0.259  1.987  0.214
H  -1.912  1.575  1.037  0.225
H  0.102  1.207  2.399  0.218
H  0.412  0.937  0.623  0.211
H  0.915  -3.180  -0.222  0.425
H  0.779  -3.533  1.551  0.415
H  1.212  -1.724  -1.674  0.347
H  0.459  -0.949  2.863  0.407

On energetic grounds, b is preferred over the next structure by 140.5 kcal/mol.

a | Formula: C7H13N4
Source: the OMol25 dataset
Level of theory: ωB97M-V/def2-TZVPD

Results
- Total charge: +1
- Orbital gap: 9.9 eV

Each line ends with the natural charge from an NBO analysis.
CARTESIAN COORDINATES (ANGSTROEM)
C  2.316  0.935  0.643  0.168
C  -0.147  -0.183  -0.271  0.279
C  1.157  -3.391  1.074  -0.596
C  -3.546  2.494  -1.917  -0.605
C  2.196  -2.537  1.738  -0.235
C  -2.420  2.236  -0.841  -0.204
C  2.831  -0.297  0.989  0.046
N  2.088  2.033  0.463  -0.197
N  -0.611  0.567  -0.981  -0.069
N  1.938  -1.155  1.187  -0.365
N  -1.282  1.560  -1.509  -0.404
H  0.242  -3.005  1.520  0.216
H  1.302  -3.130  -0.067  0.206
H  1.382  -4.395  1.345  0.240
H  -3.368  1.935  -2.779  0.216
H  -4.473  2.291  -1.536  0.229
H  -3.561  3.522  -2.176  0.223
H  1.895  -2.522  2.796  0.225
H  3.214  -2.827  1.675  0.210
H  -2.068  3.181  -0.507  0.215
H  -2.820  1.697  -0.110  0.213
H  3.958  -0.354  1.229  0.246
H  0.701  -0.572  0.487  0.303
H  -0.926  1.919  -2.451  0.438

b | Formula: C7H13N4
Source: the OMol25 dataset
Level of theory: ωB97M-V/def2-TZVPD

Results
- SMILES: C/[NH+]=C(\N(C)C)n1cccn1
- Total charge: +1
- Orbital gap: 9.2 eV

Each line ends with the natural charge from an NBO analysis.
CARTESIAN COORDINATES (ANGSTROEM)
C  3.187  -0.893  -0.090  -0.238
C  3.260  0.504  0.250  0.028
C  1.931  -1.336  -0.236  -0.084
C  -0.089  0.109  -0.062  0.746
C  -0.958  -2.096  0.459  -0.408
C  -2.310  -0.398  -0.618  -0.451
C  -1.279  2.430  0.406  -0.477
N  2.034  0.873  0.243  -0.226
N  1.175  -0.166  -0.030  -0.273
N  -1.040  -0.767  -0.086  -0.336
N  -0.435  1.776  -0.527  -0.561
H  4.195  -1.497  -0.131  0.262
H  3.996  1.251  0.279  0.252
H  1.618  -2.262  -0.717  0.264
H  -1.737  -2.140  1.154  0.230
H  -1.264  -2.625  -0.384  0.224
H  0.034  -2.370  0.893  0.243
H  -2.997  -0.254  0.236  0.225
H  -2.432  0.523  -1.277  0.277
H  -2.698  -1.093  -1.299  0.234
H  -0.898  2.596  1.469  0.193
H  -2.321  2.109  0.627  0.216
H  -1.407  3.500  0.173  0.248
H  0.434  2.226  -0.732  0.412

On energetic grounds, b is preferred over the next structure by 33.7 kcal/mol.

a | Formula: C21H29N3O4S
Source: the OMol25 dataset
Level of theory: ωB97M-V/def2-TZVPD

Results
- SMILES: CC[C@@H](O)[C@H](C)C(=O)N1CC[C@](NC(=O)CN2CSCC2=O)(c2ccccc2)C1
- Total charge: 0
- Orbital gap: 9.8 eV

Each line ends with the natural charge from an NBO analysis.
CARTESIAN COORDINATES (ANGSTROEM)
C  -2.570  -3.223  5.230  -0.610
C  -1.972  -2.346  4.139  -0.429
C  -2.164  -2.922  2.747  0.122
O  -3.552  -3.030  2.412  -0.733
C  -1.553  -2.038  1.664  -0.331
C  -1.793  -2.606  0.264  -0.593
C  -0.054  -1.924  1.880  0.709
O  0.619  -2.872  2.263  -0.644
N  0.533  -0.738  1.583  -0.445
C  1.990  -0.609  1.643  -0.212
C  2.246  0.807  1.133  -0.426
C  1.065  1.057  0.183  0.082
N  1.190  0.212  -1.010  -0.648
C  2.279  0.055  -1.799  0.673
O  3.366  0.579  -1.638  -0.622
C  1.969  -0.783  -3.042  -0.312
N  1.141  -0.035  -3.968  -0.426
C  1.755  0.889  -4.892  -0.323
S  0.406  1.507  -5.953  0.208
C  -0.865  0.955  -4.791  -0.623
C  -0.205  0.006  -3.816  0.694
O  -0.812  -0.604  -2.949  -0.645
C  0.849  2.524  -0.166  0.060
C  0.380  3.415  0.796  -0.230
C  0.164  4.750  0.490  -0.205
C  0.410  5.222  -0.791  -0.217
C  0.876  4.345  -1.755  -0.192
C  1.088  3.008  -1.445  -0.232
C  -0.091  0.431  0.979  -0.202
H  -2.356  -2.814  6.218  0.217
H  -3.657  -3.300  5.150  0.193
H  -2.152  -4.232  5.192  0.207
H  -2.427  -1.349  4.167  0.197
H  -0.903  -2.229  4.319  0.221
H  -1.690  -3.909  2.698  0.177
H  -3.970  -3.620  3.048  0.470
H  -2.031  -1.058  1.746  0.210
H  -1.344  -1.984  -0.514  0.208
H  -1.353  -3.602  0.189  0.216
H  -2.859  -2.683  0.067  0.233
H  2.348  -0.765  2.660  0.216
H  2.451  -1.370  1.010  0.208
H  2.187  1.533  1.947  0.210
H  3.207  0.918  0.644  0.262
H  0.344  -0.232  -1.345  0.434
H  2.912  -1.031  -3.524  0.231
H  1.439  -1.698  -2.775  0.242
H  2.253  1.704  -4.360  0.205
H  2.490  0.374  -5.511  0.218
H  -1.296  1.780  -4.224  0.246
H  -1.666  0.434  -5.310  0.255
H  0.191  3.080  1.808  0.207
H  -0.201  5.422  1.256  0.215
H  0.239  6.262  -1.033  0.216
H  1.076  4.698  -2.759  0.213
H  1.455  2.346  -2.215  0.207
H  -0.921  0.163  0.325  0.217
H  -0.463  1.129  1.732  0.200

b | Formula: C21H29N3O4S
Source: the OMol25 dataset
Level of theory: ωB97M-V/def2-TZVPD

Results
- SMILES: CCN1CCN(CCNC(=O)c2ccc(CS(=O)(=O)c3ccccc3C)o2)CC1
- Total charge: 0
- Orbital gap: 8.2 eV

Each line ends with the natural charge from an NBO analysis.
CARTESIAN COORDINATES (ANGSTROEM)
C  -4.748  -2.823  1.023  -0.607
H  -4.179  -3.740  1.156  0.205
H  -5.239  -2.864  0.055  0.199
H  -5.512  -2.764  1.794  0.210
C  -3.819  -1.616  1.122  -0.224
N  -4.587  -0.378  1.121  -0.449
C  -3.947  0.731  1.797  -0.215
C  -2.783  1.328  0.995  -0.237
N  -3.297  1.784  -0.283  -0.460
C  -3.887  0.683  -1.026  -0.262
C  -5.016  0.061  -0.193  -0.221
H  -5.798  0.812  -0.042  0.196
H  -5.447  -0.783  -0.732  0.199
H  -3.146  -0.094  -1.274  0.195
H  -4.300  1.077  -1.958  0.199
C  -2.421  2.632  -1.053  -0.205
H  -3.039  3.151  -1.794  0.198
C  -1.263  1.961  -1.830  -0.255
N  -0.294  1.318  -0.980  -0.605
C  -0.208  -0.025  -0.858  0.624
O  -0.884  -0.813  -1.499  -0.628
C  0.798  -0.468  0.120  0.156
C  1.200  -1.730  0.471  -0.227
C  2.220  -1.567  1.431  -0.290
C  2.367  -0.217  1.613  0.280
O  1.508  0.452  0.821  -0.412
C  3.348  0.580  2.360  -0.678
H  3.979  -0.027  2.998  0.258
H  2.898  1.401  2.914  0.265
S  4.429  1.405  1.086  2.157
O  3.707  2.545  0.587  -0.940
O  5.706  1.651  1.696  -0.936
C  4.612  0.088  -0.132  -0.264
C  5.421  -0.938  0.331  -0.202
C  5.582  -2.090  -0.412  -0.226
C  4.912  -2.212  -1.621  -0.176
C  4.120  -1.179  -2.081  -0.200
C  3.955  0.000  -1.352  -0.004
C  3.120  1.097  -1.930  -0.661
H  2.932  1.877  -1.202  0.258
H  2.177  0.696  -2.300  0.224
H  3.647  1.538  -2.776  0.230
H  3.608  -1.274  -3.027  0.219
H  5.016  -3.111  -2.209  0.219
H  6.216  -2.887  -0.054  0.221
H  5.929  -0.801  1.272  0.235
H  2.767  -2.341  1.928  0.235
H  0.808  -2.646  0.081  0.247
H  0.276  1.896  -0.381  0.410
H  -1.657  1.193  -2.497  0.231
H  -0.761  2.729  -2.427  0.200
H  -2.006  3.383  -0.373  0.191
H  -1.999  0.561  0.893  0.162
H  -2.365  2.183  1.531  0.198
H  -4.706  1.507  1.938  0.197
H  -3.597  0.403  2.778  0.195
H  -3.280  -1.669  2.072  0.191
H  -3.074  -1.664  0.314  0.180

On energetic grounds, a is preferred over the next structure by 64.8 kcal/mol.

a | Formula: C2H7NO2Si
Source: the OMol25 dataset
Level of theory: ωB97M-V/def2-TZVPD

Results
- Total charge: 0
- Orbital gap: 10.5 eV

Each line ends with the natural charge from an NBO analysis.
CARTESIAN COORDINATES (ANGSTROEM)
C  -0.085  1.339  -0.563  -0.661
C  -0.791  -0.007  -0.419  -0.482
N  -2.090  0.003  0.193  0.497
O  -2.682  1.061  0.359  -0.369
O  -2.464  -1.110  0.575  -0.413
Si  0.088  -1.533  0.182  0.893
H  -0.860  1.989  -0.990  0.247
H  0.834  1.354  -1.114  0.240
H  0.450  1.623  0.405  0.233
H  -1.394  -0.365  -1.641  0.250
H  1.273  -0.844  0.728  -0.189
H  -0.597  -2.265  1.283  -0.105
H  0.484  -2.213  -1.094  -0.142

b | Formula: C2H7NO2Si
Source: the OMol25 dataset
Level of theory: ωB97M-V/def2-TZVPD

Results
- SMILES: C[C@@H]([SiH3])[N+](=O)[O-]
- Total charge: 0
- Orbital gap: 11.0 eV

Each line ends with the natural charge from an NBO analysis.
CARTESIAN COORDINATES (ANGSTROEM)
C  0.397  1.271  -0.574  -0.633
C  -0.119  -0.139  -0.592  -0.479
N  -1.537  -0.016  -0.032  0.540
O  -2.411  0.285  -0.781  -0.353
O  -1.670  -0.249  1.155  -0.400
Si  0.810  -1.156  0.766  0.856
H  0.476  1.540  0.473  0.212
H  -0.379  1.989  -0.978  0.231
H  1.277  1.543  -1.046  0.237
H  -0.261  -0.556  -1.588  0.252
H  0.312  -2.707  0.799  -0.136
H  2.111  -0.856  0.197  -0.193
H  0.994  -0.950  2.201  -0.134

On energetic grounds, b is preferred over the next structure by 22.2 kcal/mol.

a | Formula: C5H5F
Source: the OMol25 dataset
Level of theory: ωB97M-V/def2-TZVPD

Results
- SMILES: C#C/C=C(/C)F
- Total charge: 0
- Orbital gap (alpha / beta): 8.4 / 7.7 eV

Each line ends with the natural charge from an NBO analysis.
CARTESIAN COORDINATES (ANGSTROEM)
C  -1.337  1.314  2.383  -0.156
C  -1.198  1.054  1.189  -0.131
C  -0.752  0.725  0.030  -0.272
C  0.645  -0.367  -0.201  0.475
C  1.038  -0.945  -1.455  -0.736
F  0.808  -1.238  0.830  -0.345
H  -1.617  1.769  3.331  0.240
H  -1.158  1.214  -0.868  0.221
H  2.035  -1.342  -1.248  0.239
H  1.019  -0.326  -2.276  0.234
H  0.518  -1.858  -1.714  0.230

b | Formula: C5H5F
Source: the OMol25 dataset
Level of theory: ωB97M-V/def2-TZVPD

Results
- SMILES: C#C/C=C(/C)F
- Total charge: 0
- Orbital gap: 9.8 eV

Each line ends with the natural charge from an NBO analysis.
CARTESIAN COORDINATES (ANGSTROEM)
C  -0.761  -1.987  0.555  -0.681
C  -0.096  -0.745  0.158  0.481
C  -0.714  0.371  -0.126  -0.394
C  -0.035  1.530  -0.460  -0.027
C  0.376  2.619  -0.842  -0.206
H  -0.384  -2.862  0.087  0.232
H  -0.690  -2.173  1.640  0.231
H  -1.825  -1.975  0.329  0.225
H  -1.749  0.422  -0.083  0.240
H  0.884  3.355  -1.356  0.224
F  1.238  -0.833  0.408  -0.325

On energetic grounds, b is preferred over the next structure by 72.7 kcal/mol.

a | Formula: C2H3ClF2
Source: the OMol25 dataset
Level of theory: ωB97M-V/def2-TZVPD

Results
- SMILES: CC(F)(F)Cl
- Total charge: 0
- Orbital gap: 12.6 eV

Each line ends with the natural charge from an NBO analysis.
CARTESIAN COORDINATES (ANGSTROEM)
C  0.373  0.732  -0.186  -0.682
C  -0.187  -0.641  0.076  0.690
H  1.397  0.793  0.176  0.237
H  0.325  0.984  -1.274  0.238
H  -0.308  1.309  0.429  0.246
F  0.263  -1.711  -0.658  -0.323
F  0.121  -0.936  1.359  -0.338
Cl  -1.983  -0.531  0.078  -0.069

b | Formula: C2H3ClF2
Source: the OMol25 dataset
Level of theory: ωB97M-V/def2-TZVPD

Results
- SMILES: CC(F)(F)Cl
- Total charge: 0
- Orbital gap: 12.7 eV

Each line ends with the natural charge from an NBO analysis.
CARTESIAN COORDINATES (ANGSTROEM)
C  0.481  0.710  0.096  -0.679
C  -0.368  -0.579  -0.025  0.666
H  0.761  0.886  1.105  0.242
H  1.261  0.564  -0.700  0.250
H  -0.096  1.521  -0.299  0.230
F  0.155  -1.274  -1.103  -0.344
F  -0.051  -1.429  1.001  -0.340
Cl  -2.143  -0.400  -0.076  -0.025

On energetic grounds, a is preferred over the next structure by 3.5 kcal/mol.